# 1
ORCA calculation (ωB97M-V/def2-TZVPD) on a 2-piece molecular cluster, C3H9B overall in a non-equilibrium geometry.

**LUMO level**: 0.02 eV
**Frontier orbital gap**: 9.73 eV
**Relative energy (zero: lowest compared OMol25 entry of this formula, charge and spin)**: 47.66 kcal per mole
**HOMO**: -0.357 Eh
**Calculated total energy**: -3930.20962 eV

Positions of all 13 atoms, in Å:
B  1.64  -0.13  2.23
C  -0.79  -1.24  -0.52
C  -0.48  1.09  -1.27
C  -1.25  -0.11  -1.01
H  1.73  -1.18  1.65
H  1.97  0.74  1.69
H  -1.44  -2.10  -0.44
H  0.33  -1.24  -0.28
H  1.31  0.09  3.32
H  -0.81  1.69  -2.24
H  -0.51  1.77  -0.47
H  0.64  0.79  -1.41
H  -2.35  -0.17  -1.24

***

# 2
ORCA calculation (ωB97M-V/def2-TZVPD) on a 10-piece molecular cluster, C52H46FIN10O3S overall in a non-equilibrium geometry.

**LUMO level**: -2.52 eV
**Frontier orbital gap**: 6.75 eV
**HOMO**: -0.340 Eh
**Calculated total energy**: -97361.78087 eV

Positions of all 114 atoms, in Å:
N  3.29  0.02  0.87
C  2.82  0.84  0.20
O  2.30  1.64  -0.67
C  0.99  1.21  -0.93
C  0.75  0.27  -1.81
I  2.23  -0.68  -2.92
C  -0.67  -0.20  -2.02
O  -0.93  -0.95  -2.92
C  -1.68  0.29  -1.05
S  -3.32  -0.43  -1.15
C  -1.40  1.24  -0.19
F  -2.25  1.67  0.67
C  -0.05  1.88  -0.13
O  0.18  2.88  0.50
H  -3.26  -1.53  -0.38
N  2.72  4.63  -4.74
C  1.95  4.85  -3.68
C  0.64  5.33  -3.76
C  0.12  5.60  -5.01
C  0.91  5.38  -6.13
C  2.19  4.89  -5.94
H  2.40  4.64  -2.72
H  0.06  5.49  -2.86
H  -0.89  5.97  -5.12
H  0.54  5.58  -7.12
H  2.84  4.70  -6.78
N  -6.25  1.98  0.89
C  -5.09  1.64  1.45
C  -4.88  1.58  2.82
C  -5.94  1.90  3.66
C  -7.15  2.26  3.10
C  -7.25  2.28  1.71
H  -4.29  1.40  0.77
H  -3.92  1.30  3.22
H  -5.82  1.88  4.74
H  -8.00  2.52  3.71
H  -8.18  2.56  1.23
N  -1.63  3.16  -5.99
C  -2.40  2.86  -7.03
C  -2.96  1.61  -7.25
C  -2.71  0.61  -6.32
C  -1.91  0.90  -5.22
C  -1.40  2.19  -5.10
H  -2.57  3.67  -7.73
H  -3.57  1.43  -8.11
H  -3.12  -0.38  -6.44
H  -1.71  0.13  -4.49
H  -0.77  2.47  -4.26
N  5.48  -3.87  -0.74
C  6.20  -4.91  -0.31
C  6.38  -5.22  1.02
C  5.79  -4.40  1.97
C  5.04  -3.32  1.55
C  4.92  -3.10  0.19
H  6.65  -5.52  -1.09
H  6.98  -6.07  1.31
H  5.90  -4.61  3.03
H  4.56  -2.65  2.25
H  4.34  -2.26  -0.18
N  8.69  -2.90  2.72
C  8.55  -1.58  2.85
C  9.50  -0.77  3.45
C  10.64  -1.35  3.96
C  10.80  -2.73  3.84
C  9.79  -3.45  3.22
H  7.64  -1.16  2.44
H  9.34  0.30  3.53
H  11.40  -0.75  4.45
H  11.68  -3.23  4.23
H  9.87  -4.52  3.10
N  -3.11  5.62  -0.06
C  -3.16  6.94  0.07
C  -2.16  7.70  0.67
C  -1.04  7.04  1.15
C  -0.97  5.66  1.02
C  -2.02  5.01  0.41
H  -4.06  7.42  -0.31
H  -2.26  8.77  0.75
H  -0.24  7.60  1.62
H  -0.11  5.12  1.38
H  -2.01  3.94  0.28
N  1.98  -5.64  4.54
C  2.41  -4.69  3.72
C  1.64  -3.59  3.34
C  0.36  -3.49  3.85
C  -0.11  -4.47  4.71
C  0.74  -5.52  5.02
H  3.41  -4.82  3.34
H  2.04  -2.85  2.67
H  -0.28  -2.65  3.58
H  -1.10  -4.42  5.12
H  0.42  -6.31  5.69
N  -3.87  -2.60  -5.80
C  -4.64  -2.92  -6.83
C  -5.20  -4.17  -7.03
C  -4.94  -5.16  -6.09
C  -4.13  -4.85  -5.01
C  -3.63  -3.56  -4.90
H  -4.82  -2.12  -7.54
H  -5.82  -4.37  -7.89
H  -5.35  -6.15  -6.21
H  -3.90  -5.59  -4.25
H  -3.00  -3.28  -4.07
N  -1.97  -1.77  5.40
C  -3.00  -0.95  5.22
C  -3.86  -0.54  6.23
C  -3.63  -1.02  7.51
C  -2.56  -1.88  7.72
C  -1.76  -2.22  6.64
H  -3.14  -0.60  4.20
H  -4.68  0.13  6.02
H  -4.28  -0.73  8.33
H  -2.35  -2.27  8.71
H  -0.92  -2.88  6.77

***

# 3
ORCA calculation (ωB97M-V/def2-TZVPD) on C5H6F6O2S2 as an isolated structure in a non-equilibrium geometry.

**LUMO level (spin up / spin down)**: 0.15 / -3.51 eV
**Frontier orbital gap (spin up / spin down)**: 6.53 / 5.19 eV
**2S+1**: 3
**HOMO (spin up / spin down)**: -0.235 / -0.320 Eh
**Calculated total energy**: -47343.83925 eV

Positions of all 21 atoms, in Å:
C  -1.85  0.41  -0.22
C  0.07  -0.96  -1.34
C  1.21  -4.11  2.94
C  -0.05  -3.77  3.66
C  1.28  -2.86  2.00
O  0.26  -0.48  1.59
O  0.87  -1.39  4.23
F  1.19  -5.29  2.26
F  2.25  -4.30  3.74
F  -1.17  -4.34  3.07
F  -0.01  -3.99  5.05
F  2.43  -2.25  1.83
F  0.86  -3.25  0.80
S  0.12  -1.78  3.11
S  -1.16  -1.00  0.01
H  -1.17  1.14  -0.72
H  -2.71  0.63  0.32
H  -0.36  -0.65  -2.39
H  0.93  -0.34  -1.20
H  0.49  -1.95  -1.46
H  0.09  0.45  1.59

***

# 4
ORCA calculation (ωB97M-V/def2-TZVPD) on a 3-piece molecular cluster, CH7NO3 overall in a non-equilibrium geometry.

**Total charge**: +1
**LUMO level (spin up / spin down)**: -5.42 / -10.46 eV
**Frontier orbital gap (spin up / spin down)**: 9.96 / 4.04 eV
**2S+1**: 2
**Relative energy (zero: lowest compared OMol25 entry of this formula, charge and spin)**: 18.79 kcal per mole
**HOMO (spin up / spin down)**: -0.565 / -0.533 Eh
**Calculated total energy**: -8772.30311 eV

Positions of all 12 atoms, in Å:
C  1.62  1.08  0.05
N  2.39  0.07  -0.31
O  0.47  0.95  0.51
H  2.07  2.10  0.12
H  3.21  0.31  -0.90
H  2.24  -0.90  -0.11
H  -1.12  -2.04  -1.51
H  -0.25  -2.03  -0.37
O  -1.09  -2.42  -0.58
H  -3.06  -0.19  0.58
H  -1.99  0.86  0.13
O  -2.83  0.83  0.56

***

# 5
ORCA calculation (ωB97M-V/def2-TZVPD) on C16H25AuF4N6O2 as an isolated structure in a non-equilibrium geometry.

**Total charge**: +2
**LUMO level (spin up / spin down)**: -4.92 / -8.01 eV
**Frontier orbital gap (spin up / spin down)**: 8.83 / 7.01 eV
**2S+1**: 3
**HOMO (spin up / spin down)**: -0.505 / -0.552 Eh
**Calculated total energy**: -44579.44067 eV

Positions of all 54 atoms, in Å:
Au  -0.57  -0.15  1.42
C  -3.22  -0.83  2.51
N  -1.97  -1.63  2.37
C  -2.38  -2.89  1.64
C  -1.39  -2.01  3.71
C  -0.79  -0.79  4.40
N  0.26  -0.26  3.47
C  1.39  0.19  3.91
C  2.48  0.22  3.01
F  2.32  -0.44  1.81
C  3.73  0.63  3.41
F  4.79  0.53  2.58
C  4.01  1.02  4.71
C  2.94  1.13  5.59
F  3.20  1.55  6.83
C  1.70  0.65  5.20
F  0.70  0.88  6.05
H  -3.96  -1.36  3.20
H  -3.71  -0.63  1.50
H  -2.89  0.14  2.95
H  -3.18  -3.47  2.19
H  -1.45  -3.48  1.43
H  -2.75  -2.58  0.67
H  -0.56  -2.72  3.54
H  -2.23  -2.35  4.25
H  -0.37  -0.92  5.39
H  -1.60  -0.08  4.53
H  5.00  1.28  5.01
N  0.64  1.18  0.06
C  -0.13  1.51  -1.15
C  0.92  1.94  -2.31
C  0.41  2.06  -3.78
C  0.74  0.94  -4.76
N  -0.37  0.08  -5.08
C  -0.53  -0.47  -6.26
N  -1.67  -1.11  -6.57
N  0.39  -0.26  -7.23
C  -1.12  0.36  -1.45
O  -1.53  0.12  -2.60
O  -1.58  -0.31  -0.44
H  1.03  2.04  0.47
H  1.47  0.60  -0.18
H  -0.76  2.39  -0.95
H  1.82  1.32  -2.15
H  1.34  2.92  -2.03
H  0.84  2.95  -4.24
H  -0.65  2.15  -3.86
H  1.63  0.37  -4.49
H  0.99  1.52  -5.71
H  -0.96  -0.31  -4.33
H  -2.41  -1.10  -5.89
H  -1.68  -1.86  -7.23
H  1.30  -0.02  -6.92
H  0.34  -0.61  -8.19

***

# 6
ORCA calculation (ωB97M-V/def2-TZVPD) on C47H52F9NP3Pd as an isolated structure in a non-equilibrium geometry.

**Total charge**: +1
**LUMO level (spin up / spin down)**: -4.32 / -4.32 eV
**Frontier orbital gap (spin up / spin down)**: 5.24 / 5.23 eV
**HOMO (spin up / spin down)**: -0.351 / -0.351 Eh
**Calculated total energy**: -106874.87050 eV

Positions of all 113 atoms, in Å:
Pd  0.25  -0.35  -0.64
C  4.84  -1.31  -1.81
C  3.45  -1.52  -1.21
C  2.50  -2.08  -2.27
P  2.60  -0.02  -0.50
C  3.43  0.48  1.11
C  3.22  1.98  1.32
C  4.89  0.09  1.30
C  2.89  1.34  -1.69
C  4.13  1.88  -1.94
C  4.30  2.94  -2.83
C  5.65  3.52  -3.08
C  3.16  3.43  -3.48
C  1.91  2.93  -3.22
C  1.73  1.88  -2.31
N  0.54  1.29  -2.06
C  -0.69  1.81  -1.91
C  -0.97  3.15  -1.59
C  -2.22  3.52  -1.15
C  -3.27  2.60  -1.08
C  -4.62  2.96  -0.55
C  -3.04  1.30  -1.54
C  -1.79  0.88  -1.94
P  -1.26  -0.76  -2.54
C  -1.45  -0.50  -4.39
C  -2.88  -0.08  -4.71
C  -0.46  0.50  -4.95
C  -2.43  -2.20  -2.25
C  -3.72  -1.94  -1.47
C  -1.58  -3.25  -1.54
H  5.19  -2.25  -2.21
H  5.56  -0.97  -1.07
H  4.79  -0.59  -2.63
H  3.52  -2.23  -0.37
H  2.47  -1.41  -3.13
H  1.47  -2.18  -1.88
H  2.83  -3.05  -2.62
H  2.83  -0.06  1.86
H  3.95  2.56  0.75
H  3.34  2.24  2.37
H  2.23  2.28  0.99
H  5.53  0.61  0.60
H  5.03  -0.98  1.20
H  5.20  0.37  2.30
H  5.00  1.47  -1.44
H  6.43  2.92  -2.62
H  5.72  4.53  -2.66
H  5.84  3.59  -4.14
H  3.27  4.23  -4.21
H  1.05  3.33  -3.74
H  -0.16  3.86  -1.59
H  -2.38  4.54  -0.83
H  -4.64  3.97  -0.14
H  -4.90  2.25  0.23
H  -5.38  2.89  -1.33
H  -3.88  0.62  -1.58
H  -1.25  -1.48  -4.83
H  -3.13  0.87  -4.24
H  -3.60  -0.83  -4.38
H  -3.00  0.04  -5.78
H  -0.65  1.50  -4.55
H  -0.56  0.55  -6.03
H  0.57  0.23  -4.71
H  -2.69  -2.60  -3.24
H  -3.51  -1.43  -0.54
H  -4.20  -2.89  -1.23
H  -4.42  -1.36  -2.06
H  -1.22  -2.86  -0.58
H  -0.71  -3.51  -2.15
H  -2.15  -4.16  -1.34
F  -7.30  -1.96  2.49
C  -6.69  -0.81  2.79
F  -7.33  0.16  2.12
F  -6.90  -0.57  4.10
C  -5.22  -0.83  2.46
C  -4.58  -2.03  2.18
C  -3.23  -2.04  1.90
C  -2.50  -0.85  1.91
C  -3.15  0.35  2.17
C  -4.50  0.36  2.46
P  -0.74  -0.89  1.41
C  -0.10  -2.38  2.23
C  -0.55  -2.83  3.47
C  0.00  -3.97  4.02
C  0.99  -4.67  3.33
C  1.45  -4.23  2.10
C  0.90  -3.08  1.56
C  1.52  -5.93  3.96
F  1.91  -5.73  5.23
F  2.57  -6.44  3.31
F  0.58  -6.89  4.00
C  -0.13  0.50  2.42
C  -0.21  1.74  1.79
C  0.18  2.89  2.45
C  0.67  2.78  3.75
C  0.78  1.55  4.37
C  0.38  0.40  3.71
C  1.15  4.01  4.48
F  2.50  4.06  4.49
F  0.75  4.03  5.76
F  0.74  5.15  3.91
H  -5.15  -2.95  2.18
H  -2.74  -2.98  1.67
H  -2.61  1.28  2.16
H  -5.00  1.29  2.69
H  -1.33  -2.30  4.00
H  -0.34  -4.33  4.98
H  2.21  -4.78  1.57
H  1.23  -2.70  0.59
H  -0.57  1.80  0.76
H  0.12  3.86  1.97
H  1.19  1.49  5.37
H  0.47  -0.56  4.19

***

# 7
ORCA calculation (ωB97M-V/def2-TZVPD) on a 6-piece molecular cluster, C22H50Cl6O9 overall in a non-equilibrium geometry.

**LUMO level**: 0.50 eV
**Frontier orbital gap**: 10.09 eV
**HOMO**: -0.352 Eh
**Calculated total energy**: -117180.33918 eV

Positions of all 87 atoms, in Å:
C  -2.55  -17.61  18.72
Cl  -2.15  -17.24  20.35
Cl  -1.56  -16.62  17.52
H  -2.23  -18.63  18.52
H  -3.61  -17.44  18.51
C  0.95  -20.28  17.60
Cl  -0.51  -20.99  18.35
Cl  1.65  -21.47  16.48
H  0.76  -19.36  17.07
H  1.64  -20.15  18.43
Cl  -3.98  -19.60  13.32
C  -2.56  -20.31  14.13
C  -2.30  -19.65  15.48
Cl  -3.70  -20.13  16.65
H  -1.71  -20.07  13.47
H  -2.71  -21.36  14.15
H  -2.24  -18.54  15.42
H  -1.43  -20.07  15.90
C  -7.23  -26.32  18.75
O  -8.44  -26.46  19.47
C  -8.30  -25.93  20.80
C  -8.46  -24.43  20.95
O  -7.45  -23.57  20.40
C  -7.24  -22.39  21.09
C  -6.45  -21.52  20.18
O  -5.93  -20.42  20.87
C  -5.27  -19.52  20.02
H  -6.33  -26.68  19.32
H  -7.02  -25.33  18.37
H  -7.30  -26.86  17.84
H  -7.30  -26.21  21.26
H  -9.00  -26.55  21.37
H  -8.51  -24.16  22.01
H  -9.42  -24.08  20.47
H  -6.74  -22.48  22.12
H  -8.24  -22.06  21.30
H  -6.96  -21.22  19.35
H  -5.60  -22.07  19.73
H  -4.93  -18.69  20.63
H  -5.91  -19.19  19.15
H  -4.34  -19.91  19.50
C  1.92  -18.62  21.62
O  2.54  -17.99  20.58
C  1.65  -17.10  19.81
C  1.17  -15.81  20.30
O  2.18  -14.80  20.54
C  1.91  -13.78  21.46
C  3.29  -13.10  21.69
O  3.59  -12.51  20.46
C  4.98  -12.46  20.28
H  2.72  -19.16  22.15
H  1.25  -19.37  21.19
H  1.37  -17.93  22.28
H  0.78  -17.69  19.56
H  2.19  -17.04  18.84
H  0.50  -15.87  21.18
H  0.49  -15.44  19.48
H  1.59  -14.20  22.42
H  1.20  -13.04  21.09
H  4.04  -13.85  21.95
H  3.21  -12.39  22.53
H  5.39  -13.47  20.20
H  5.47  -11.85  21.14
H  5.08  -12.02  19.25
C  4.22  -18.02  14.47
O  2.92  -17.50  14.15
C  1.97  -17.96  15.08
C  0.61  -17.61  14.52
O  0.10  -18.64  13.65
C  0.70  -18.74  12.37
C  -0.36  -18.60  11.30
O  -0.95  -19.89  11.20
C  -1.99  -19.82  10.25
H  4.12  -19.12  14.64
H  4.55  -17.48  15.35
H  4.81  -17.79  13.59
H  2.06  -17.44  16.07
H  2.04  -19.10  15.30
H  0.59  -16.62  14.08
H  -0.16  -17.58  15.32
H  1.17  -19.70  12.28
H  1.57  -18.02  12.13
H  0.03  -18.38  10.30
H  -1.07  -17.83  11.68
H  -1.56  -19.47  9.32
H  -2.77  -19.14  10.62
H  -2.48  -20.81  10.12

***

# 8
ORCA calculation (ωB97M-V/def2-TZVPD) on C25H48Cl3N4O3PbSSi as an isolated structure in a non-equilibrium geometry.

**Total charge**: -1
**LUMO level**: 2.14 eV
**Frontier orbital gap**: 6.23 eV
**Relative energy (zero: lowest compared OMol25 entry of this formula, charge and spin)**: 111.97 kcal per mole
**HOMO**: -0.150 Eh
**Calculated total energy**: -100337.14137 eV

Positions of all 86 atoms, in Å:
C  -2.02  -2.08  -5.00
C  -1.22  -2.43  -3.79
H  -2.15  -2.99  -5.60
H  -1.56  -1.32  -5.64
H  -3.04  -1.78  -4.75
C  -0.21  -3.33  -3.70
C  -0.06  -4.41  -4.71
H  0.61  -3.14  -2.96
H  0.63  -4.09  -5.50
H  -0.99  -4.77  -5.17
H  0.38  -5.29  -4.23
Pb  -2.96  1.81  0.85
Cl  -3.90  1.37  3.13
Cl  0.89  0.76  -1.17
H  1.75  6.48  3.11
H  -1.43  6.82  2.63
C  1.53  6.13  2.08
C  -0.94  6.52  1.70
N  0.17  5.59  1.96
H  2.29  5.37  1.82
C  -0.05  4.29  2.21
O  0.85  3.44  2.43
H  -1.68  6.03  1.07
H  -1.13  4.01  2.21
H  1.62  6.98  1.39
H  -0.55  7.41  1.20
H  2.63  -0.53  -3.31
H  2.50  -3.88  -2.73
C  3.41  -1.25  -3.00
C  3.18  -3.47  -1.98
N  3.03  -2.04  -1.84
H  4.31  -0.66  -2.77
C  3.17  -1.43  -0.59
O  3.65  -0.32  -0.43
H  2.97  -3.92  -1.02
H  2.75  -2.05  0.23
H  3.62  -1.91  -3.85
H  4.21  -3.74  -2.27
O  -0.49  -0.62  -2.97
C  -1.49  -1.54  -2.58
C  -0.01  -2.43  -0.79
C  -1.31  -2.15  -1.18
H  0.79  -2.01  -1.42
C  0.28  -3.24  0.31
H  -2.50  -1.09  -2.67
C  -2.37  -2.48  -0.34
H  1.30  -3.53  0.56
C  -0.79  -3.61  1.13
C  -2.08  -3.16  0.84
H  -3.40  -2.19  -0.61
H  -0.63  -4.21  2.01
H  -2.93  -3.35  1.52
Si  -0.14  1.29  -3.06
Cl  -4.39  0.23  -0.32
C  1.26  2.50  -3.66
C  -1.29  2.78  -2.58
C  -0.73  0.57  -4.73
H  1.91  2.61  -2.78
H  0.96  3.51  -3.91
H  1.86  2.13  -4.50
H  0.06  -0.14  -5.02
H  -0.93  1.25  -5.60
H  -1.66  0.01  -4.57
H  -2.23  2.63  -3.16
H  -0.94  3.77  -2.89
H  -1.49  2.75  -1.51
C  0.80  2.26  5.49
C  -0.34  1.42  4.96
N  0.07  0.86  3.62
C  -0.68  -0.01  2.92
S  -0.76  0.04  1.21
N  -1.50  -0.89  3.56
C  -1.07  -1.75  4.72
C  -2.30  -1.90  5.59
H  1.65  1.65  5.79
H  0.44  2.82  6.36
H  1.15  2.98  4.74
H  -0.54  0.55  5.61
H  -1.25  2.04  4.89
H  0.42  1.64  3.01
H  -2.08  -1.42  2.91
H  -0.69  -2.73  4.38
H  -0.26  -1.19  5.20
H  -2.90  -2.75  5.26
H  -2.02  -2.09  6.63
H  -2.95  -1.01  5.54